{
  "formula": "C2H4N2S",
  "method": "ωB97M-V/def2-TZVPD",
  "multiplicity": 1,
  "energy_ha": -586.1971,
  "homo_energy_ev": [-9.63, -9.63],
  "gap_ha": [0.348, 0.348],
  "e_above_lowest_kcal_mol": 61.1,
  "lumo_energy_ev": [-0.17, -0.17],
  "fmax_ha_per_bohr": 0.11309,
  "species": ["C", "C", "N", "N", "S", "H", "H", "H", "H"],
  "positions_angstrom": [[0.088, -1.230, 0.104], [-0.370, 0.029, 0.557], [0.459, -2.208, -0.362], [1.053, 1.286, -0.151], [-1.918, 0.597, -0.240], [-0.235, 0.307, 1.520], [1.155, 0.906, -1.056], [1.639, 0.891, 0.592], [-1.871, -0.580, -0.964]]
}

{
  "formula": "C4H6OS3",
  "method": "ωB97M-V/def2-TZVPD",
  "multiplicity": 1,
  "energy_ha": -1425.6667,
  "homo_energy_ev": -8.85,
  "gap_ha": 0.307,
  "e_above_lowest_kcal_mol": 86.1,
  "lumo_energy_ev": -0.50,
  "fmax_ha_per_bohr": 0.08753,
  "species": ["C", "C", "C", "C", "H", "H", "H", "H", "H", "H", "O", "S", "S", "S"],
  "positions_angstrom": [[0.672, 1.144, -1.708], [0.174, 0.706, -0.346], [-1.594, -0.518, 0.762], [1.042, -1.399, 1.631], [1.472, 0.332, -2.411], [-0.495, 1.053, -2.375], [1.250, 2.341, -1.583], [0.160, 1.564, 0.500], [-2.633, -0.818, 0.432], [-1.769, 0.329, 1.388], [-0.993, 0.008, -0.497], [-0.745, -1.878, 1.617], [1.853, -2.605, 2.249], [1.606, -0.260, 0.339]]
}